Entry w
Computed, not measured: a 2-piece molecular cluster, C2H5OS overall, with wB97M-V/def2-TZVPD.

Summary:
- HOMO-LUMO gap (eV) = 7.263
- charge = -1
- highest occupied orbital energy (eV) = -3.02

Structure (XYZ):
```
9
Properties=species:S:1:pos:R:3:lowdin_charge:R:1
S 1.5838 0.5073 -0.9396 -0.07
O -0.3862 -1.3042 0.8419 -0.09
C -1.6498 0.5883 0.1482 -0.06
C -1.5185 -0.5630 0.7962 -0.34
H 0.3183 -0.7846 0.3850 -0.07
H 2.5704 1.2981 -0.4960 -0.44
H -2.2871 -0.9432 1.4491 0.08
H -0.8360 1.0627 -0.3971 -0.05
H -2.6613 1.0041 0.1821 0.03
```



Entry x
Computed, not measured: a 2-piece molecular cluster, C2H5OS overall, with wB97M-V/def2-TZVPD.

Summary:
- HOMO-LUMO gap (eV) = 7.514
- charge = -1
- highest occupied orbital energy (eV) = -3.22

Structure (XYZ):
```
9
Properties=species:S:1:pos:R:3:lowdin_charge:R:1
S 0.2633 0.0592 2.4686 0.05
O 1.3734 0.0290 -0.1893 -0.16
C 0.4104 -0.0346 -1.1206 -0.38
C -0.8766 -0.5185 -1.0683 -0.04
H -1.1805 -0.4301 -2.1615 0.04
H 0.6725 0.7384 -1.8489 0.09
H -0.0573 0.8313 3.4273 -0.47
H -1.3849 -0.8842 -0.1746 0.02
H 0.7796 0.2095 0.6672 -0.14
```



Which structure is the least stable? The one labeled entry x.



Entry w
Computed, not measured: a 2-piece molecular cluster, C2H5OS overall, with wB97M-V/def2-TZVPD.

Summary:
- HOMO-LUMO gap (eV) = 6.799
- charge = -1
- highest occupied orbital energy (eV) = -2.81

Structure (XYZ):
```
9
Properties=species:S:1:pos:R:3:lowdin_charge:R:1
S 0.8662 -1.6314 1.4784 -0.34
O -0.3081 1.2538 -2.3051 -0.08
C -1.0700 1.4305 -0.1211 -0.12
C -0.2499 0.7629 -1.1213 -0.30
H -2.0149 0.8021 -0.1369 0.11
H -1.2179 2.4958 -0.4348 0.08
H 0.0777 -0.2651 -0.8077 0.04
H 0.3102 -1.6583 2.7373 -0.47
H -0.6300 1.5372 0.8824 0.07
```



Entry x
Computed, not measured: a 2-piece molecular cluster, C2H5OS overall, with wB97M-V/def2-TZVPD.

Summary:
- HOMO-LUMO gap (eV) = 6.142
- charge = -1
- highest occupied orbital energy (eV) = -2.58

Structure (XYZ):
```
9
Properties=species:S:1:pos:R:3:lowdin_charge:R:1
S 1.6031 0.2327 -1.9906 -0.21
O -0.4143 -0.5185 2.0622 -0.06
C -1.3070 0.1860 -0.0342 -0.04
C -0.2551 -0.1622 0.7509 -0.33
H 0.7155 -0.3296 0.3223 -0.02
H 0.4611 -0.7924 2.4501 0.11
H -1.0773 0.4325 -1.0949 0.01
H 2.6016 0.6031 -2.7881 -0.49
H -2.3273 0.3482 0.3223 0.03
```



Which structure is the least stable? The one labeled entry x.



Entry w
Computed, not measured: a 2-piece molecular cluster, C2H5OS overall, with wB97M-V/def2-TZVPD.

Summary:
- HOMO-LUMO gap (eV) = 5.625
- charge = -1
- highest occupied orbital energy (eV) = -2.41

Structure (XYZ):
```
9
Properties=species:S:1:pos:R:3:lowdin_charge:R:1
S 2.3901 3.1789 -0.8539 -0.47
O -2.7114 -2.7892 0.0052 0.02
C -0.8087 -2.1500 1.2454 -0.06
C -1.9306 -1.9143 0.2823 -0.32
H -1.9909 -0.8833 -0.0950 0.12
H -0.1504 -2.8720 0.7358 0.09
H 3.1041 3.2433 0.2804 -0.53
H -1.1212 -2.4676 2.2311 0.08
H -0.0757 -1.3383 1.2561 0.08
```



Entry x
Computed, not measured: a 2-piece molecular cluster, C2H5OS overall, with wB97M-V/def2-TZVPD.

Summary:
- HOMO-LUMO gap (eV) = 6.785
- charge = -1
- highest occupied orbital energy (eV) = -2.78

Structure (XYZ):
```
9
Properties=species:S:1:pos:R:3:lowdin_charge:R:1
S 2.2192 0.1391 -0.2035 -0.28
O -2.4243 -0.6762 -0.5826 -0.02
C -1.3861 -0.1060 -0.2973 -0.34
C -0.9496 0.4507 1.0191 -0.12
H -0.5778 -0.2506 -1.0416 0.07
H -1.8735 0.5694 1.5985 0.07
H 1.4980 -0.3421 0.8197 -0.48
H -0.2111 -0.1050 1.5619 0.03
H -0.4862 1.4054 0.7417 0.07
```



Which structure is the least stable? The one labeled entry w.



Entry w
Computed, not measured: a single C2H3IN2O2 molecule, with wB97M-V/def2-TZVPD.

Summary:
- HOMO-LUMO gap (eV) = 7.851
- structure (SMILES) = O=NC[C@H](I)N=O
- charge = 0
- highest occupied orbital energy (eV) = -9.64

Structure (XYZ):
```
10
Properties=species:S:1:pos:R:3:lowdin_charge:R:1
I -2.7445 -0.1757 -0.0600 0.78
O 2.4551 0.6660 -0.5875 0.05
O -1.1277 2.8848 0.1755 0.01
N 1.6297 0.2477 0.1863 -0.05
N -0.7845 1.9251 -0.4821 -0.11
C -0.6932 0.7280 0.2351 -0.69
C 0.3680 -0.1688 -0.3064 -0.30
H 0.2206 -1.1860 -0.1979 0.09
H 0.3048 0.0201 -1.3278 0.09
H -0.4810 0.6956 1.3538 0.12
```



Entry x
Computed, not measured: a 2-piece molecular cluster, C2H3IN2O2 overall, with wB97M-V/def2-TZVPD.

Summary:
- HOMO-LUMO gap (eV) = 8.559
- charge = 0
- highest occupied orbital energy (eV) = -8.23

Structure (XYZ):
```
10
Properties=species:S:1:pos:R:3:lowdin_charge:R:1
I 3.1028 -0.4256 0.0584 0.64
O 0.3303 -0.6489 -0.9189 -0.19
O -1.6561 3.1263 0.7019 0.18
N -1.4946 1.3335 -0.5857 0.26
N -1.6260 2.1359 0.1472 -0.24
C 0.3602 -1.4870 0.2511 -0.30
C 0.9614 -0.1444 0.3935 -0.62
H -0.4618 0.0937 -0.8490 0.10
H -0.5336 -1.5925 0.7113 0.06
H 1.0173 -2.3910 0.0901 0.10
```



Which structure is the least stable? The one labeled entry x.



Entry w
Computed, not measured: a 12-piece molecular cluster, H23O12 overall, with wB97M-V/def2-TZVPD.

Summary:
- HOMO-LUMO gap (eV) = 9.242
- charge = -1
- highest occupied orbital energy (eV) = -6.61

Structure (XYZ):
```
35
Properties=species:S:1:pos:R:3:lowdin_charge:R:1
O 2.8479 0.8282 2.3483 -0.05
O -0.2647 2.9665 0.3777 -0.08
O 1.1563 -1.6184 -4.3798 -0.07
O -2.2880 -1.5635 2.1438 -0.06
O -0.1160 -1.9242 -0.7170 -0.37
O 3.7872 2.1032 -0.7715 -0.07
O -1.8914 1.3693 -3.1687 -0.09
O -1.5359 1.5853 4.2565 -0.06
O 1.4557 -1.7178 1.4060 -0.10
O -0.2269 0.5585 1.9691 -0.09
O -1.7975 -2.0138 -2.7730 -0.12
O -1.4318 0.3050 -0.5993 -0.12
H -1.6659 -1.7902 1.4550 0.00
H 2.9975 1.9288 -0.2385 0.02
H 0.9848 -2.5658 -4.3590 0.03
H -0.5231 0.3011 1.0714 0.00
H -2.3046 0.0561 -0.2824 0.06
H -1.2910 0.9906 -3.8182 0.02
H -1.7531 -1.0213 2.7350 0.02
H -0.7273 2.6358 -0.3962 0.01
H 3.3515 2.2875 -1.6145 0.04
H 0.1496 2.2208 0.8322 -0.01
H -2.6356 -2.0951 -2.3143 0.02
H -0.8151 2.0436 3.8412 0.01
H 0.8242 -2.0381 0.7160 -0.02
H 0.8943 -1.3617 -3.4865 0.02
H -2.0074 0.6067 -2.5726 -0.01
H 2.0447 -1.2233 0.8364 0.02
H 3.7121 0.4355 2.5218 0.05
H 0.5016 -0.0691 2.0911 0.01
H -0.8792 -0.5446 -0.7358 0.00
H 3.1299 1.7521 2.4337 0.05
H -0.4511 -2.7594 -0.3744 -0.02
H -1.0968 -1.8445 -2.0711 -0.03
H -2.1350 1.1760 3.6379 0.01
```



Entry x
Computed, not measured: a 12-piece molecular cluster, H23O12 overall, with wB97M-V/def2-TZVPD.

Summary:
- HOMO-LUMO gap (eV) = 9.009
- charge = -1
- highest occupied orbital energy (eV) = -6.41

Structure (XYZ):
```
35
Properties=species:S:1:pos:R:3:lowdin_charge:R:1
O -2.4448 -2.2153 2.8398 -0.09
O -3.3728 -0.8848 -2.3134 -0.05
O 1.0201 -3.2249 -0.5430 -0.09
O 2.5053 -0.9467 -3.1691 -0.12
O 1.9429 -0.4858 -0.5905 -0.23
O 0.8521 1.7756 -0.6526 -0.30
O 0.2253 2.3573 -2.9911 -0.15
O -0.2528 2.0842 1.8078 -0.11
O -2.6486 -0.5925 0.7565 -0.04
O 0.3534 0.1783 3.6190 -0.04
O 0.2983 -2.7888 3.4195 -0.07
O 1.5352 4.5085 -2.3025 -0.09
H 1.4685 2.3938 -0.2682 0.00
H -3.9970 -0.1894 -2.5260 0.03
H -0.5277 -0.0172 3.9660 0.06
H 2.0443 -0.9332 -2.2854 -0.02
H -3.4337 -0.7278 0.2294 0.04
H 0.6335 0.6701 4.4101 0.07
H -2.2364 0.2630 0.6137 0.06
H -0.3548 -2.5518 2.7783 -0.02
H 0.0471 1.4220 2.4466 -0.04
H 0.4094 1.4676 -3.3423 0.02
H 1.3438 0.5148 -0.6244 0.03
H 1.7706 -3.2016 -1.1760 0.04
H 2.8680 -0.2157 -0.7535 0.02
H 0.8994 -3.4651 3.0749 0.04
H -2.3065 -2.6132 1.9630 0.04
H 1.7905 3.6565 -1.9384 -0.01
H 0.8039 -2.2958 -0.4318 -0.01
H 3.1544 -0.2398 -3.0056 0.02
H -2.5452 -0.4505 -2.0942 0.03
H -0.1075 1.6716 0.9404 -0.02
H -2.5914 -1.3366 2.4325 0.01
H 0.5789 4.3455 -2.2670 0.02
H 0.2743 2.0676 -2.0222 -0.04
```



Entry y
Computed, not measured: a 12-piece molecular cluster, H23O12 overall, with wB97M-V/def2-TZVPD.

Summary:
- HOMO-LUMO gap (eV) = 9.125
- charge = -1
- highest occupied orbital energy (eV) = -6.55

Structure (XYZ):
```
35
Properties=species:S:1:pos:R:3:lowdin_charge:R:1
O -0.2742 0.4052 -1.3249 -0.39
O -0.3583 3.8923 2.0681 -0.10
O -2.1255 -1.9742 3.2791 -0.10
O 3.8097 0.4990 1.8984 -0.10
O -1.9440 3.1142 -1.5327 -0.07
O -0.6233 -2.0227 -0.3686 -0.06
O -0.5657 -0.9721 -3.6343 -0.11
O 0.1617 -2.6480 2.3401 -0.06
O -2.8071 0.4854 -2.5363 -0.10
O 1.6061 -0.5489 0.3338 -0.13
O -0.5178 1.2978 1.4854 -0.05
O 3.3840 -1.3275 -1.9818 -0.06
H 0.4072 4.1698 2.5736 0.01
H 3.1520 -1.4614 -1.0551 0.00
H 3.2126 0.9581 2.5087 0.03
H 1.0119 -2.1980 2.2062 0.05
H 0.8656 -0.1936 -0.2654 0.00
H 0.5474 -3.4842 2.6348 0.06
H -1.4380 1.1070 1.6593 0.06
H -0.6728 -0.6803 -2.6808 -0.02
H 3.0785 0.2468 1.2971 -0.01
H -2.0300 0.0770 -2.0727 -0.01
H -2.3423 2.7742 -0.7292 0.02
H -0.9750 -2.7418 -0.8970 0.05
H -0.9832 -1.1733 -0.6940 0.01
H 0.2547 1.0764 -1.7641 0.00
H -1.5640 2.3550 -1.9855 -0.01
H -1.2496 -2.0811 3.6711 0.01
H 3.9811 -0.5734 -1.9612 0.03
H -0.2693 0.9141 0.6203 0.01
H -1.8441 -2.3193 2.4200 0.00
H -2.7783 -0.1797 -3.2431 0.03
H 1.4193 -1.4486 0.0202 0.02
H -0.3105 -0.1090 -3.9773 0.03
H -0.2376 2.9274 1.9001 -0.02
```



Which structure is the least stable? The one labeled entry x.



Entry w
Computed, not measured: a 2-piece molecular cluster, C2H7S2 overall, with wB97M-V/def2-TZVPD.

Summary:
- HOMO-LUMO gap (eV) = 5.706
- charge = -1
- highest occupied orbital energy (eV) = -2.61

Structure (XYZ):
```
11
Properties=species:S:1:pos:R:3:lowdin_charge:R:1
S -1.8457 -0.9266 0.4326 0.62
S 0.3935 3.6273 -1.1676 -0.38
C 0.8891 -1.2040 0.2543 -0.20
C -0.2243 -0.1706 0.4494 -0.64
H -0.2801 0.7124 -0.1743 0.01
H 0.7894 -2.0336 -0.4544 0.05
H -2.4466 -0.1253 -0.5499 -0.12
H -0.0255 0.0711 1.5085 0.06
H -0.0636 2.4372 -1.5387 -0.54
H 1.7870 -0.5947 0.0607 0.08
H 1.0268 -1.7932 1.1793 0.06
```



Entry x
Computed, not measured: a 2-piece molecular cluster, C2H7S2 overall, with wB97M-V/def2-TZVPD.

Summary:
- HOMO-LUMO gap (eV) = 5.497
- charge = -1
- highest occupied orbital energy (eV) = -2.46

Structure (XYZ):
```
11
Properties=species:S:1:pos:R:3:lowdin_charge:R:1
S 2.1898 0.5186 2.7435 -0.43
S -1.6447 0.0980 -1.2601 0.68
C -0.5274 -0.7592 -0.1120 -0.42
C -0.8927 -0.3556 -2.8881 -0.41
H 0.4131 -1.0497 -0.5631 0.03
H -1.3201 -1.2768 -3.2751 0.02
H 2.9352 0.9081 3.7915 -0.52
H -1.2439 0.4342 -3.5416 0.01
H -1.1110 -1.6290 0.2009 0.02
H 0.1658 -0.2860 -2.6896 0.02
H -0.3430 -0.0976 0.7289 0.00
```



Entry y
Computed, not measured: a 2-piece molecular cluster, C2H7S2 overall, with wB97M-V/def2-TZVPD.

Summary:
- HOMO-LUMO gap (eV) = 6.730
- charge = -1
- highest occupied orbital energy (eV) = -3.03

Structure (XYZ):
```
11
Properties=species:S:1:pos:R:3:lowdin_charge:R:1
S 0.7433 0.9050 0.4406 0.49
S 0.7639 -2.1684 -1.0817 -0.14
C -0.8837 1.3780 1.1479 -0.66
C -1.9706 1.4418 0.1026 -0.21
H -0.6723 2.3781 1.5458 0.04
H -1.7125 2.0342 -0.7757 0.06
H -2.8134 1.9974 0.5519 0.05
H 0.5682 -0.4047 -0.2033 -0.32
H 0.5395 -2.9203 0.0149 -0.41
H -1.0344 0.7654 2.0327 0.04
H -2.4351 0.5491 -0.3200 0.07
```



Which structure is the least stable? The one labeled entry w.